1.
Here is C27H28IN4O7PSr as an isolated structure from the Open Molecules 2025 dataset. Energies are from wB97M-V/def2-TZVPD.

Structure (XYZ):
```
69
C27H28IN4O7PSr | the Open Molecules 2025 dataset | wB97M-V/def2-TZVPD
Sr -2.906 0.703 -0.552
O -0.790 4.462 -0.783
C -1.327 3.387 -0.924
O -1.692 2.586 0.045
C -1.525 2.802 -2.392
O -1.230 3.494 -3.345
O -1.881 1.556 -2.433
O 0.407 1.330 1.214
C -0.007 0.170 1.957
C -1.248 -0.377 1.196
O -2.374 -0.183 1.700
O -1.082 -0.811 0.019
C 1.162 -0.793 1.908
C 1.004 -2.147 1.646
C 2.107 -2.991 1.617
C 3.380 -2.489 1.846
C 3.543 -1.138 2.125
C 2.440 -0.298 2.163
C -0.367 0.576 3.381
C -1.026 1.784 3.599
C -1.385 2.164 4.880
C -1.100 1.341 5.963
C -0.451 0.135 5.751
C -0.084 -0.243 4.466
H -0.378 1.876 0.970
H 0.019 -2.548 1.445
H 1.970 -4.044 1.407
H 4.238 -3.148 1.818
H 4.529 -0.741 2.330
H 2.559 0.751 2.406
H -1.269 2.431 2.765
H -1.894 3.107 5.035
H -1.382 1.640 6.964
H -0.222 -0.514 6.587
H 0.428 -1.185 4.318
C 3.532 0.994 -0.911
N 2.059 0.697 -0.874
C 1.845 -0.758 -1.261
N 2.404 -1.032 -2.546
C 3.821 -0.691 -2.547
N 4.080 0.706 -2.202
C 3.562 1.616 -3.238
P 1.723 1.509 -3.553
C 1.272 1.622 -1.758
C 1.670 -0.352 -3.624
H 3.998 0.366 -0.150
H 3.664 2.046 -0.657
H 1.654 0.826 0.075
H 0.771 -0.936 -1.222
H 2.342 -1.350 -0.490
H 4.237 -0.889 -3.534
H 4.329 -1.326 -1.817
H 4.090 1.407 -4.170
H 3.809 2.643 -2.961
H 0.234 1.355 -1.569
H 1.428 2.642 -1.399
H 2.077 -0.679 -4.583
H 0.624 -0.662 -3.592
I -5.133 1.000 -3.623
C -5.363 -0.806 -2.595
C -5.967 -1.891 -3.214
C -6.101 -3.061 -2.487
C -5.633 -3.110 -1.182
C -5.041 -1.979 -0.656
N -4.906 -0.840 -1.349
H -6.317 -1.815 -4.233
H -6.568 -3.927 -2.937
H -5.720 -4.007 -0.585
H -4.643 -1.969 0.353
```

Computed properties:
Highest occupied orbital energy (eV): -7.88
Energy above the lowest of the compared OMol25 structures with the same formula, charge and spin (kcal per mole): 0.0
Net charge: 0
Gap between HOMO and LUMO (eV): 7.746
E_tot (Ha): -2461.30283

=====

2.
Here is C21H19BrLuN3O5S as an isolated structure from the Open Molecules 2025 dataset. Energies are from wB97M-V/def2-TZVPD.

Structure (XYZ):
```
51
C21H19BrLuN3O5S | the Open Molecules 2025 dataset | wB97M-V/def2-TZVPD
Lu -0.024 -1.276 -0.005
C -4.771 3.807 1.810
C -3.879 2.613 2.002
C -2.528 2.850 2.268
C -1.615 1.824 2.591
C -2.076 0.503 2.521
C -3.366 0.194 2.154
C -4.254 1.258 1.827
S -0.774 -0.706 2.709
O -0.389 -0.956 4.085
O 0.324 -0.019 1.825
N -1.050 -1.938 1.745
C -1.166 -3.361 1.977
C -0.106 -4.089 1.127
O 0.066 -5.284 1.454
O 0.547 -3.381 0.226
H -4.960 3.986 0.696
H -4.165 4.644 2.166
H -5.758 3.726 2.275
H -2.161 3.867 2.181
H -0.585 2.021 2.877
H -3.703 -0.863 2.062
H -5.252 1.017 1.505
H -2.102 -3.704 1.546
H -1.039 -3.684 3.016
Br -2.713 4.179 -2.867
C -1.862 2.580 -2.472
C -0.564 2.545 -1.946
C 0.025 1.366 -1.552
C -0.757 0.219 -1.665
C -2.006 0.173 -2.250
C -2.582 1.391 -2.605
H -0.020 3.486 -1.963
H 1.025 1.320 -1.157
H -2.518 -0.771 -2.478
H -3.585 1.484 -3.050
N 6.656 -1.205 -3.285
C 6.401 -1.507 -1.996
O 7.315 -1.728 -1.178
C 4.952 -1.528 -1.544
C 4.691 -1.083 -0.261
C 3.386 -0.987 0.182
N 2.358 -1.369 -0.629
C 2.639 -1.964 -1.813
C 3.921 -1.973 -2.368
H 7.630 -0.920 -3.582
H 5.910 -0.795 -3.853
H 5.504 -0.827 0.379
H 3.150 -0.551 1.140
H 1.829 -2.376 -2.415
H 3.998 -2.207 -3.410
```

Computed properties:
Highest occupied orbital energy (eV): -8.37
Energy above the lowest of the compared OMol25 structures with the same formula, charge and spin (kcal per mole): 20.9
Net charge: 0
Gap between HOMO and LUMO (eV): 7.649
E_tot (Ha): -5559.90056

=====

3.
Here is C5H8O2 as an isolated structure from the Open Molecules 2025 dataset. Energies are from wB97M-V/def2-TZVPD.

Structure (XYZ):
```
15
C5H8O2 | the Open Molecules 2025 dataset | wB97M-V/def2-TZVPD
C 1.273 1.273 -0.354
C 0.277 0.244 0.113
C -0.110 -0.365 1.459
O -0.359 -1.657 0.838
C 0.090 -1.157 -0.422
C -0.853 -0.085 -0.835
O -2.190 -0.118 -0.481
H 1.664 1.913 0.438
H 2.089 0.788 -0.910
H 0.767 1.972 -1.038
H -1.026 0.041 1.901
H 0.674 -0.457 2.220
H 0.723 -1.803 -1.029
H -0.701 0.410 -1.795
H -2.319 -0.998 -0.106
```

Computed properties:
Highest occupied orbital energy (eV): -9.26
Energy above the lowest of the compared OMol25 structures with the same formula, charge and spin (kcal per mole): 63.9
Net charge: 0
Gap between HOMO and LUMO (eV): 10.197
E_tot (Ha): -345.70320

=====

4.
Here is C47H45CdN13O3S2Si as an isolated structure from the Open Molecules 2025 dataset. Energies are from wB97M-V/def2-TZVPD.

Structure (XYZ):
```
112
C47H45CdN13O3S2Si | the Open Molecules 2025 dataset | wB97M-V/def2-TZVPD
Cd -0.152 -0.490 0.162
N -1.817 3.059 3.464
C -3.087 2.799 4.010
C -3.642 3.688 4.913
C -4.899 3.447 5.455
C -5.597 2.308 5.098
C -5.034 1.412 4.195
C -3.788 1.654 3.644
S -3.110 0.506 2.479
N -1.561 1.097 2.174
C -1.138 2.209 2.624
C 0.222 2.670 2.190
C 0.951 3.612 2.908
C 2.172 4.029 2.400
C 2.615 3.496 1.203
C 1.833 2.533 0.578
N 0.667 2.126 1.062
H -1.414 3.960 3.654
H -3.090 4.575 5.195
H -5.322 4.151 6.156
H -6.573 2.108 5.516
H -5.573 0.517 3.913
H 0.609 3.993 3.860
H 2.766 4.755 2.939
H 3.556 3.796 0.766
H 2.159 2.046 -0.335
C -0.907 3.340 -3.973
N -1.185 2.632 -2.742
C -0.764 1.428 -2.353
N -1.214 1.180 -1.133
C -1.942 2.287 -0.834
N -1.955 3.193 -1.779
C -2.094 3.463 -4.904
C -2.003 4.301 -6.011
C -3.067 4.429 -6.891
C -4.239 3.719 -6.678
C -4.331 2.887 -5.571
C -3.264 2.763 -4.686
C -5.535 2.096 -5.324
N -6.743 2.226 -5.751
N -7.468 1.161 -5.192
C -6.624 0.485 -4.495
O -5.383 1.021 -4.520
C -6.761 -0.728 -3.691
C -7.984 -1.157 -3.194
C -8.016 -2.281 -2.379
C -6.842 -2.941 -2.037
C -5.616 -2.502 -2.530
C -4.322 -3.204 -2.156
N -3.161 -2.395 -2.466
C -2.802 -1.205 -1.971
N -1.725 -0.756 -2.579
C -1.449 -1.744 -3.467
N -2.296 -2.749 -3.447
C -5.594 -1.411 -3.379
H -0.088 2.807 -4.460
H -0.544 4.334 -3.706
H -0.108 0.798 -2.932
H -2.459 2.419 0.099
H -1.092 4.859 -6.189
H -2.980 5.080 -7.749
H -5.077 3.802 -7.356
H -3.356 2.107 -3.833
H -8.884 -0.612 -3.438
H -8.961 -2.627 -1.982
H -6.879 -3.791 -1.367
H -4.202 -4.129 -2.721
H -4.314 -3.462 -1.095
H -3.348 -0.707 -1.185
H -0.605 -1.722 -4.135
H -4.659 -1.056 -3.778
C 7.081 -3.923 -3.849
C 5.794 -3.272 -3.427
C 4.870 -3.951 -2.641
C 3.688 -3.347 -2.240
C 3.425 -2.046 -2.631
C 4.329 -1.350 -3.424
C 5.504 -1.966 -3.816
S 1.948 -1.234 -2.092
O 1.044 -2.311 -1.722
O 1.530 -0.381 -3.188
N 2.225 -0.285 -0.862
C 2.950 -0.657 0.263
C 4.277 -1.110 0.221
C 4.943 -1.324 1.408
C 4.303 -1.067 2.617
C 2.999 -0.616 2.563
N 2.333 -0.428 1.427
H 7.061 -4.996 -3.666
H 7.925 -3.506 -3.298
H 7.273 -3.763 -4.910
H 5.074 -4.972 -2.343
H 2.964 -3.878 -1.638
H 4.097 -0.341 -3.736
H 6.206 -1.428 -4.442
H 4.774 -1.257 -0.727
H 5.967 -1.673 1.393
H 4.797 -1.214 3.566
H 2.446 -0.408 3.474
C -1.505 -3.925 0.089
Si -0.721 -2.684 1.276
C 0.894 -3.501 1.809
C -1.825 -2.645 2.809
H -1.398 -4.931 0.504
H -1.026 -3.900 -0.889
H -2.570 -3.737 -0.050
H 0.674 -4.485 2.235
H 1.438 -2.926 2.551
H 1.551 -3.642 0.948
H -1.910 -3.660 3.207
H -2.828 -2.286 2.579
H -1.424 -2.005 3.594
```

Computed properties:
Highest occupied orbital energy (eV): -7.30
Energy above the lowest of the compared OMol25 structures with the same formula, charge and spin (kcal per mole): 27.6
Net charge: 0
Gap between HOMO and LUMO (eV): 7.275
E_tot (Ha): -4009.22253